96
Properties=species:S:1:pos:R:3 method="wB97M-V/def2-TZVPD" orbital_gap_ev="7.1 / 7.2" lumo_energy_ha="-0.0954 / -0.0815" s_squared=0.765 e_above_lowest_ev=0.000 multiplicity=2 charge=+1
Re -1.02 -0.26 0.21
N -4.81 0.81 1.44
C -3.71 0.17 1.09
O -2.78 0.82 0.54
C -3.54 -1.29 1.33
C -2.47 -1.79 0.35
H -4.87 1.80 1.31
H -5.57 0.32 1.88
H -4.50 -1.81 1.25
H -3.21 -1.39 2.37
H -2.92 -1.99 -0.62
H -2.04 -2.74 0.69
I 1.82 -6.39 4.79
C 0.94 -4.54 4.38
C -0.41 -4.47 4.10
C -0.99 -3.24 3.80
C -0.21 -2.10 3.78
C 1.14 -2.17 4.09
C 1.72 -3.39 4.40
C -0.81 -0.76 3.43
O -1.20 0.01 4.29
O -0.84 -0.51 2.18
H -1.02 -5.37 4.10
H -2.05 -3.19 3.59
H 1.75 -1.27 4.08
H 2.77 -3.45 4.64
C 3.61 4.12 1.61
N 3.00 2.82 1.81
C 2.37 2.12 0.86
N 2.25 2.68 -0.35
S 1.77 0.57 1.21
H 4.02 4.46 2.56
H 2.87 4.86 1.29
H 4.42 4.08 0.88
H 3.12 2.34 2.69
H 2.53 3.63 -0.52
H 1.64 2.23 -1.02
C -0.56 4.85 -1.10
N -0.62 4.34 0.27
C -0.65 5.19 1.32
C -0.76 4.76 2.59
C -0.86 3.34 2.77
N -0.83 2.51 1.74
C -0.70 2.96 0.49
O -0.64 2.19 -0.48
N -1.01 2.79 3.98
H 0.19 5.65 -1.16
H -1.53 5.25 -1.40
H -0.29 4.04 -1.76
H -0.58 6.25 1.08
H -0.78 5.45 3.42
H -1.07 3.37 4.80
H -1.11 1.78 4.07
C 3.06 -3.63 -2.67
N 1.94 -2.91 -2.06
C 0.72 -2.98 -2.85
C 1.92 -2.57 -0.77
S 0.43 -2.49 0.09
N 3.10 -2.38 -0.16
C 3.24 -2.51 1.29
C 4.21 -1.69 -0.81
H 2.68 -4.55 -3.11
H 3.80 -3.90 -1.91
H 3.54 -3.05 -3.45
H 0.97 -2.82 -3.89
H 0.03 -2.21 -2.52
H 0.24 -3.96 -2.73
H 3.04 -1.58 1.80
H 4.27 -2.81 1.49
H 2.57 -3.28 1.66
H 3.94 -1.41 -1.82
H 5.11 -2.31 -0.84
H 4.43 -0.78 -0.24
C 1.74 1.33 -4.39
C 2.10 0.75 -3.17
C 1.14 0.26 -2.31
C -0.22 0.32 -2.63
C -0.57 0.90 -3.86
C 0.40 1.39 -4.72
N -1.21 -0.14 -1.72
C -2.49 -0.36 -2.36
C -2.73 -1.51 -3.10
C -3.97 -1.71 -3.69
C -4.97 -0.76 -3.57
C -4.72 0.41 -2.85
C -3.48 0.61 -2.25
H 2.49 1.71 -5.06
H 3.14 0.70 -2.89
H 1.43 -0.17 -1.36
H -1.61 0.97 -4.14
H 0.09 1.83 -5.66
H -1.96 -2.26 -3.19
H -4.15 -2.62 -4.25
H -5.93 -0.91 -4.03
H -5.48 1.17 -2.78
H -3.26 1.52 -1.72

=====

99
Properties=species:S:1:pos:R:3 method="wB97M-V/def2-TZVPD" orbital_gap_ev="6.4 / 4.8" lumo_energy_ha="-0.0960 / -0.1641" s_squared=8.777 e_above_lowest_ev=2.251 multiplicity=6 charge=+1
Ir -0.69 -0.87 -0.07
C 2.34 1.31 1.20
C 3.47 0.42 0.71
C 3.04 -0.87 0.03
Sb 1.52 -2.07 1.04
C 2.43 -2.03 2.99
C 3.52 -2.84 3.25
C 4.17 -2.75 4.47
C 3.73 -1.86 5.43
C 2.64 -1.06 5.18
C 1.99 -1.14 3.95
C 2.15 -3.97 0.26
C 1.84 -5.14 0.94
C 2.21 -6.36 0.39
C 2.84 -6.42 -0.84
C 3.12 -5.25 -1.52
C 2.78 -4.03 -0.98
Sb 0.64 1.35 -0.12
C 1.58 1.90 -1.96
C 1.19 1.34 -3.16
C 1.88 1.62 -4.33
C 2.98 2.46 -4.28
C 3.37 3.03 -3.08
C 2.68 2.75 -1.92
C -0.28 3.18 0.45
C -0.96 3.21 1.66
C -1.62 4.36 2.06
C -1.59 5.48 1.26
C -0.92 5.46 0.05
C -0.27 4.31 -0.36
H 2.68 2.33 1.33
H 1.98 0.96 2.17
H 4.11 0.17 1.57
H 4.08 0.98 0.00
H 3.91 -1.53 -0.07
H 2.67 -0.65 -0.98
H 3.87 -3.54 2.50
H 5.03 -3.38 4.66
H 4.24 -1.79 6.38
H 2.28 -0.36 5.92
H 1.16 -0.48 3.76
H 1.30 -5.11 1.87
H 1.98 -7.27 0.93
H 3.11 -7.37 -1.27
H 3.61 -5.29 -2.49
H 3.01 -3.13 -1.53
H 0.32 0.70 -3.19
H 1.57 1.18 -5.26
H 3.54 2.67 -5.19
H 4.23 3.69 -3.05
H 2.99 3.20 -0.99
H -0.98 2.31 2.27
H -2.16 4.37 3.00
H -2.10 6.38 1.57
H -0.90 6.34 -0.58
H 0.25 4.29 -1.32
Se -1.90 -4.84 1.45
Te -3.26 -3.51 0.00
Te -4.51 -1.40 2.18
Se -2.95 -1.04 0.25
C -2.24 -0.39 5.59
N -1.63 0.11 4.38
C -1.18 -0.67 3.39
N -1.22 -2.00 3.57
O -0.69 -0.15 2.36
H -2.53 0.46 6.21
H -1.54 -1.01 6.16
H -3.14 -0.97 5.35
H -1.59 1.11 4.24
H -1.69 -2.41 4.36
H -0.89 -2.65 2.87
C -5.58 3.18 -0.31
C -4.54 2.10 -0.50
O -3.93 2.25 -1.77
P -3.00 1.09 -2.35
O -1.73 1.01 -1.53
Te -4.19 -0.94 -2.58
O -2.69 1.62 -3.81
C -1.98 2.85 -3.92
C -2.81 3.87 -4.68
H -6.04 3.09 0.67
H -6.36 3.09 -1.06
H -5.12 4.16 -0.40
H -5.02 1.11 -0.43
H -3.77 2.17 0.29
H -1.05 2.63 -4.45
H -1.74 3.22 -2.92
H -3.01 3.52 -5.68
H -2.25 4.81 -4.74
H -3.75 4.06 -4.16
N -2.15 -3.35 -4.63
N -1.23 -2.89 -3.77
N -0.03 -2.51 -4.13
C 0.46 -2.00 -3.02
N -0.42 -2.09 -2.02
N -1.49 -2.66 -2.52
H -1.76 -3.64 -5.51
H -2.81 -3.99 -4.21
H 1.44 -1.58 -2.93

=====

90
Properties=species:S:1:pos:R:3 method="wB97M-V/def2-TZVPD" orbital_gap_ev="8.5 / 8.2" lumo_energy_ha="-0.0690 / -0.0695" s_squared=1.168 multiplicity=2 charge=+1
Mn -0.88 0.23 -0.73
C -3.84 -0.69 -2.59
C -3.34 0.69 -2.98
N -2.66 1.35 -1.85
C -2.49 2.78 -2.08
C -1.90 3.42 -0.84
N -0.65 2.78 -0.45
C 0.58 3.48 -0.87
C 1.04 3.15 -2.28
C 1.46 1.71 -2.48
N 0.33 0.76 -2.45
C 0.65 -0.49 -3.16
C -0.64 -1.25 -3.41
N -1.41 -1.34 -2.16
C -2.80 -1.79 -2.41
H -4.57 -1.02 -3.33
H -4.40 -0.58 -1.65
H -4.19 1.29 -3.30
H -2.66 0.67 -3.84
H -3.26 1.22 -1.04
H -3.44 3.27 -2.33
H -1.84 2.92 -2.96
H -2.62 3.27 -0.03
H -1.79 4.50 -0.98
H -0.62 2.77 0.56
H 1.37 3.18 -0.18
H 0.46 4.56 -0.76
H 1.90 3.79 -2.50
H 0.28 3.42 -3.02
H 2.17 1.41 -1.70
H 1.97 1.62 -3.44
H -0.44 1.19 -2.97
H 1.31 -1.08 -2.53
H 1.17 -0.30 -4.10
H -0.43 -2.24 -3.83
H -1.24 -0.72 -4.15
H -0.99 -2.08 -1.60
H -3.10 -2.41 -1.56
H -2.78 -2.44 -3.29
N 0.81 -0.91 1.77
P 0.89 -1.52 0.20
C 0.07 -3.14 0.26
C 0.29 -4.05 -0.78
C -0.43 -5.24 -0.83
C -1.37 -5.53 0.16
C -1.58 -4.63 1.19
C -0.87 -3.44 1.24
C 2.64 -2.01 0.01
C 3.11 -3.12 0.71
C 4.45 -3.48 0.64
C 5.33 -2.73 -0.14
C 4.86 -1.63 -0.84
C 3.53 -1.27 -0.76
P 0.14 0.65 1.78
C 1.57 1.75 2.06
C 2.83 1.44 1.54
C 3.86 2.37 1.59
C 3.64 3.62 2.16
C 2.40 3.93 2.69
C 1.37 3.00 2.65
C -0.74 0.79 3.35
C -2.05 1.26 3.35
C -2.74 1.41 4.54
C -2.13 1.07 5.74
C -0.82 0.61 5.75
C -0.13 0.48 4.56
H 1.39 -1.26 2.52
H 1.04 -3.85 -1.54
H -0.25 -5.94 -1.63
H -1.93 -6.45 0.12
H -2.31 -4.85 1.96
H -1.06 -2.73 2.04
H 2.43 -3.73 1.30
H 4.81 -4.34 1.19
H 6.37 -3.02 -0.20
H 5.55 -1.05 -1.44
H 3.19 -0.39 -1.29
H 3.01 0.47 1.10
H 4.83 2.11 1.19
H 4.45 4.34 2.19
H 2.23 4.90 3.15
H 0.41 3.25 3.08
H -2.54 1.50 2.41
H -3.76 1.77 4.54
H -2.67 1.18 6.67
H -0.34 0.35 6.69
H 0.90 0.14 4.58
O -4.65 -1.49 0.47
S -3.40 -1.15 1.15
N -2.33 -0.45 0.43

=====

no.,total energy (Ha)
1,-3288.62543
2,-8539.67113
3,-3958.09795